1.
93
Properties=species:S:1:pos:R:3:forces:R:3:mulliken_charge:R:1 method="wB97M-V/def2-TZVPD" multiplicity=1 e_tot_ev=-100180.774 smiles="CCOC(=O)C(F)(F)F.CCOC(=O)C(F)(F)F.CCOC(=O)C(F)(F)F.CCOC(=O)C(F)(F)F.CCOC(=O)C(F)(F)F.COCCCCCP" total_charge=0 homo_lumo_gap_ev=8.50 largest_force_ev_per_a=3.31 homo_energy_ev=-8.27
C -0.6427 -3.6035 -3.6367 -0.3 0.3 0.0 -1.16
C 0.8026 -3.1538 -3.7386 -0.1 -0.9 0.3 0.20
O 0.8858 -1.8299 -4.2857 -0.1 2.0 0.8 -0.33
C 0.6369 -0.8035 -3.4120 -0.3 -2.7 1.8 0.39
O 0.3524 -0.9645 -2.2286 0.6 1.0 -2.7 -0.52
C 0.8051 0.5479 -4.1060 0.1 2.4 -1.2 0.82
F 0.1874 0.5951 -5.3217 0.4 -0.4 1.1 -0.27
F 2.1157 0.8485 -4.3346 -1.0 -0.6 0.5 -0.20
F 0.2968 1.5869 -3.3841 0.5 -1.4 -0.4 -0.25
H -1.1412 -3.5204 -4.6078 0.2 -0.1 0.1 0.31
H -0.7034 -4.6402 -3.2936 0.1 0.1 -0.1 0.39
H -1.2042 -2.9759 -2.9376 0.2 -0.1 0.0 0.28
H 1.3424 -3.8159 -4.4252 0.0 0.5 0.0 0.35
H 1.3151 -3.2103 -2.7712 -0.2 0.3 -0.2 0.00
C -2.5560 2.0206 -2.3502 -0.1 0.4 0.2 -1.09
C -3.4876 0.8600 -2.0559 0.4 0.0 -0.8 -0.04
O -3.9215 0.8903 -0.6885 -1.6 0.9 1.1 -0.32
C -4.9357 1.7663 -0.4007 0.5 0.4 -3.3 0.29
O -5.4638 2.5002 -1.2313 0.9 -1.6 2.4 -0.53
C -5.3338 1.6651 1.0715 -0.9 0.0 2.3 0.91
F -4.2561 1.6564 1.9082 -0.7 -0.1 -1.2 -0.30
F -6.0302 0.5231 1.3382 0.7 0.9 -0.6 -0.22
F -6.1233 2.6973 1.4843 0.9 -0.9 -0.9 -0.27
H -1.7180 2.0299 -1.6458 -0.1 -0.2 -0.2 0.26
H -2.1634 1.9546 -3.3689 -0.1 0.0 0.2 0.30
H -3.0720 2.9797 -2.2415 0.0 -0.2 -0.1 0.41
H -2.9492 -0.0841 -2.1976 -0.2 0.1 0.4 0.18
H -4.3454 0.8441 -2.7383 0.0 0.1 0.3 0.34
C 5.1625 0.1289 2.2173 -0.1 -0.2 0.3 -1.25
C 4.8010 -0.0476 0.7545 0.2 0.8 0.2 0.18
O 4.5375 -1.4266 0.4585 -1.6 -1.2 0.0 -0.31
C 3.2965 -1.8890 0.8122 -0.2 3.2 0.9 0.38
O 2.4372 -1.1999 1.3545 1.8 -2.1 -1.3 -0.53
C 3.1285 -3.3512 0.4000 -0.4 -2.6 -0.3 0.84
F 4.2041 -4.1197 0.7380 -0.8 1.0 -0.2 -0.24
F 2.9715 -3.4904 -0.9477 0.2 0.6 0.9 -0.24
F 2.0442 -3.9473 0.9729 1.0 1.1 -0.4 -0.25
H 5.9981 -0.5241 2.4889 0.0 0.2 -0.1 0.31
H 5.4393 1.1661 2.4264 0.0 -0.1 -0.1 0.38
H 4.3246 -0.1417 2.8674 0.1 0.1 -0.1 0.35
H 5.6500 0.2548 0.1306 -0.2 -0.4 0.0 0.06
H 3.9522 0.5836 0.4665 0.0 -0.3 0.1 0.32
C -3.2858 1.9222 4.7455 0.1 0.4 0.2 -1.08
C -4.0003 0.6331 5.1053 -0.1 0.4 -0.9 -0.04
O -3.5439 0.1350 6.3712 -0.5 0.3 2.0 -0.34
C -4.0828 0.7334 7.4804 -1.4 1.5 -2.5 0.36
O -4.9039 1.6451 7.4367 1.9 -2.2 0.7 -0.51
C -3.5521 0.0805 8.7565 1.0 -0.9 2.3 0.81
F -2.1993 -0.0957 8.7335 -1.2 0.3 -0.4 -0.24
F -4.0920 -1.1546 8.9646 0.2 1.0 -0.6 -0.24
F -3.8189 0.8064 9.8795 0.0 -0.4 -1.5 -0.23
H -2.2005 1.7813 4.7726 -0.1 -0.1 -0.1 0.34
H -3.5755 2.2607 3.7467 0.1 -0.1 0.4 0.23
H -3.5201 2.7173 5.4601 -0.1 -0.1 -0.1 0.34
H -3.7656 -0.1340 4.3585 0.1 0.0 0.4 0.33
H -5.0895 0.7579 5.1037 0.2 0.0 0.3 0.32
C -7.0648 -4.2069 4.9125 0.0 -0.3 -0.2 -1.16
C -7.1249 -2.8376 4.2623 -0.3 0.0 0.8 -0.04
O -6.5660 -2.8769 2.9413 -0.7 -0.4 -1.8 -0.28
C -7.3845 -3.3702 1.9586 -1.9 -0.1 2.6 0.35
O -8.5291 -3.7682 2.1556 2.7 0.8 -1.0 -0.52
C -6.6891 -3.3124 0.5987 1.1 -0.1 -2.4 0.84
F -5.4085 -3.7813 0.6426 -1.1 0.3 0.4 -0.25
F -6.6105 -2.0394 0.1154 -0.3 -0.9 0.8 -0.21
F -7.3261 -4.0444 -0.3593 0.3 0.7 1.4 -0.25
H -6.0404 -4.5928 4.9034 -0.1 0.2 0.1 0.30
H -7.4183 -4.1614 5.9466 0.1 0.1 -0.1 0.38
H -7.6808 -4.9304 4.3695 0.0 0.2 0.1 0.33
H -6.5195 -2.1319 4.8426 0.1 -0.1 -0.4 0.18
H -8.1468 -2.4411 4.2430 0.2 -0.2 -0.2 0.33
C 4.9171 0.1026 -5.3044 -1.2 0.1 -1.3 -0.40
O 6.2724 0.6049 -5.0295 -1.6 -1.4 1.9 -0.34
C 6.6873 0.3698 -3.6378 1.7 0.5 0.8 -0.46
C 6.6411 1.7546 -2.7014 0.4 -1.1 -0.7 -0.09
C 7.6087 2.8486 -3.4458 0.7 0.2 0.3 -0.60
C 7.5089 4.3778 -2.8631 0.1 -0.3 0.2 -0.62
C 6.0152 4.8408 -2.3720 1.0 0.2 0.8 -0.62
P 4.7396 5.0795 -3.7725 -0.7 1.4 0.6 -0.03
H 4.4606 -0.5802 -4.4707 1.1 1.2 -1.4 0.11
H 4.9267 -0.5020 -6.3336 0.2 1.2 2.3 0.24
H 4.1409 0.9864 -5.4843 1.9 -1.7 0.5 0.18
H 6.1632 -0.5367 -3.1098 0.6 1.8 -1.2 0.24
H 7.8464 0.0878 -3.6833 -2.5 0.6 0.0 0.31
H 7.1121 1.4187 -1.6587 -1.0 0.9 -2.1 0.19
H 5.5350 2.0975 -2.5331 2.1 -0.5 -0.5 0.16
H 7.4776 2.8823 -4.6146 -0.1 -0.4 2.4 0.28
H 8.7309 2.4929 -3.2484 -2.4 0.7 -0.5 0.25
H 7.8916 5.1193 -3.7021 -0.8 -1.4 1.8 0.28
H 8.2423 4.4650 -1.9489 -1.5 0.0 -1.7 0.30
H 5.5339 4.1441 -1.5555 1.2 1.2 -1.6 0.25
H 6.1453 5.9059 -1.8513 -0.4 -2.3 -1.2 0.37
H 5.3066 4.9058 -5.0869 -0.1 -0.9 0.9 0.03
H 3.5960 4.1814 -3.5798 1.5 0.0 -0.4 -0.02

=====

2.
14
Properties=species:S:1:pos:R:3:forces:R:3:nbo_charge:R:1 method="wB97M-V/def2-TZVPD" de_lowest_kcal_mol=133.91 multiplicity=1 e_tot_ev=-7356.448 total_charge=0 homo_lumo_gap_ev=7.87 largest_force_ev_per_a=1.55 homo_energy_ev=-6.87
C 1.2673 0.5786 -0.6330 0.2 0.2 -0.1 -0.51
C 0.2326 0.7505 0.4633 0.0 0.1 -0.2 0.14
C -1.2314 0.5305 0.0802 -0.2 0.2 0.0 -0.47
C -1.0602 -0.9572 0.3665 -0.3 0.1 0.9 -0.04
C 1.0015 -0.9220 -0.6559 0.8 0.0 -0.7 -0.30
O 0.3457 -0.6981 0.8801 -0.9 -0.9 -0.9 -0.42
H 1.0290 1.0884 -1.5733 0.1 0.0 0.2 0.21
H 2.2573 0.8911 -0.2787 0.0 0.2 0.0 0.18
H 0.4215 1.4984 1.2466 0.1 -0.6 -0.1 0.20
H -1.9466 0.9732 0.7707 0.1 0.3 -0.1 0.22
H -1.4527 0.8095 -0.9506 -0.1 -0.2 0.1 0.23
H -1.5527 -1.3796 1.2314 -0.6 0.2 0.2 0.18
H -1.1711 -1.6077 -0.5094 0.7 0.2 0.6 0.25
H 1.8596 -1.5556 -0.4380 0.4 0.2 0.1 0.14

=====

3.
41
Properties=species:S:1:pos:R:3:forces:R:3:nbo_charge:R:1 method="wB97M-V/def2-TZVPD" de_lowest_kcal_mol=9.16 multiplicity=1 e_tot_ev=-31310.397 smiles=Fc1cccc([C@H](c2ccccc2)[N@H+]2CCC[C@@H]2C(F)(F)F)c1 total_charge=+1 homo_lumo_gap_ev=9.67 largest_force_ev_per_a=2.58 homo_energy_ev=-12.56
F -4.7407 -0.4464 -1.8461 1.0 0.7 1.0 -0.31
C -3.8699 0.2966 -1.0812 -0.3 -0.9 -0.5 0.42
C -4.3483 1.3679 -0.3653 -0.3 -0.2 0.6 -0.26
C -3.4478 2.1256 0.3775 0.7 0.2 0.0 -0.17
C -2.0819 1.8678 0.2852 -0.1 0.1 -0.9 -0.23
C -1.6089 0.7706 -0.4697 -0.2 0.0 0.9 -0.06
C -0.0950 0.6228 -0.5054 -0.4 0.5 -2.5 -0.07
C 0.6268 -0.2291 -1.5771 0.1 -0.2 0.1 -0.01
C 2.0286 -0.1086 -1.6413 -0.3 0.4 -0.3 -0.26
C 2.8010 -0.7206 -2.6151 -0.7 -0.2 0.0 -0.19
C 2.1691 -1.4974 -3.5882 -0.3 -0.6 0.3 -0.18
C 0.7803 -1.6435 -3.5644 0.1 0.5 0.4 -0.19
C 0.0130 -0.9773 -2.5809 0.2 -0.2 -0.8 -0.21
N 0.3812 0.3722 0.9628 1.2 0.9 1.8 -0.40
C -0.5733 0.1424 2.1835 -0.8 0.0 1.2 -0.22
C -0.0436 -1.0148 3.0740 -0.4 0.0 -0.4 -0.42
C 1.3924 -1.2649 2.6216 0.2 -0.3 0.3 -0.42
C 1.6896 -0.4117 1.3828 -0.6 -0.7 -0.4 -0.13
C 2.8553 0.5175 1.6115 0.7 1.4 0.4 0.97
F 4.0572 -0.1280 1.6320 -1.9 0.8 0.2 -0.29
F 2.9024 1.4597 0.6161 0.3 -0.2 1.3 -0.33
F 2.6679 1.2178 2.7954 0.5 -0.8 -1.5 -0.33
C -2.5303 -0.1008 -1.0321 -0.4 0.3 -0.5 -0.26
H -5.4177 1.5132 -0.2698 0.1 0.2 -0.3 0.25
H -3.7652 2.9596 0.9979 -0.2 -0.2 -0.2 0.24
H -1.3623 2.5782 0.7100 -0.3 -0.3 0.0 0.21
H 0.1886 1.6956 -0.8701 0.2 -1.6 1.6 0.26
H 2.5056 0.6153 -1.0050 0.1 -0.3 -0.1 0.22
H 3.8701 -0.5739 -2.5947 0.1 0.0 -0.2 0.23
H 2.7545 -2.0518 -4.3146 -0.1 0.2 0.0 0.23
H 0.2602 -2.2401 -4.3250 0.3 0.3 0.4 0.24
H -1.0559 -0.9734 -2.7512 0.3 -0.2 0.2 0.22
H 0.6187 1.3585 1.0922 0.3 -0.3 0.6 0.45
H -1.6372 -0.0404 1.9821 0.6 0.1 -0.8 0.26
H -0.5685 1.0921 2.7571 0.2 -0.5 -0.5 0.23
H -0.1120 -0.7507 4.1576 0.0 -0.2 -1.0 0.25
H -0.6228 -1.9517 2.8966 0.2 0.9 0.2 0.23
H 2.0969 -1.0139 3.4247 -0.1 -0.2 -0.3 0.25
H 1.4880 -2.3274 2.3510 0.3 0.5 0.2 0.25
H 1.9811 -1.0830 0.5941 -0.1 0.1 -0.6 0.28
H -2.2476 -1.0242 -1.5084 -0.2 0.1 0.1 0.24